Molecular formula: C22H21FeNO5
Method: DFT, the ωB97M-V functional and the def2-TZVPD basis

## Properties
Energy relative to the best compared isomer or geometry (same formula, charge and spin), kcal per mole: 0.00
2S+1: 5
Largest force on an atom, eV/A: 4.6
<S²>: 6.17
Gap between HOMO and LUMO (alpha / beta), eV: 6.14 / 7.12
HOMO level (alpha / beta), Eh: -0.211 / -0.316
Charge: 0
Total energy, a.u.: -2545.37096

Geometry as XYZ:
```
50
Properties=species:S:1:pos:R:3:lowdin_charge:R:1
C 3.525 1.176 3.537 -0.076
C 2.217 0.426 3.508 -0.202
O 1.890 0.177 2.100 -0.021
C 0.574 -0.008 1.878 -0.417
C 0.304 -1.023 0.799 -0.219
C -0.967 -1.748 0.810 -0.051
N 1.379 -1.466 0.195 0.097
C 1.493 -2.509 -0.562 -0.080
C 2.795 -2.987 -0.931 -0.207
C 2.963 -4.170 -1.689 -0.035
C 4.246 -4.603 -1.997 -0.087
C 5.364 -3.885 -1.551 -0.081
C 5.199 -2.735 -0.761 -0.073
C 3.917 -2.275 -0.467 -0.020
O -0.319 0.562 2.489 0.089
H 3.953 1.127 4.542 0.078
H 4.258 0.779 2.825 0.079
H 3.351 2.232 3.302 0.081
H 2.296 -0.555 4.010 0.130
H 1.411 1.022 3.963 0.117
H -1.735 -1.101 1.226 0.070
H -1.238 -2.018 -0.211 0.075
H -0.888 -2.692 1.369 0.110
H 0.590 -3.038 -0.912 0.124
H 2.069 -4.704 -2.006 0.110
H 4.375 -5.504 -2.591 0.102
H 6.364 -4.218 -1.820 0.101
H 6.058 -2.190 -0.379 0.102
H 3.737 -1.376 0.125 0.109
O -6.122 4.509 -1.273 0.132
C -5.345 3.730 -0.898 -0.155
Fe -4.174 2.450 -0.731 0.100
C -5.240 1.371 0.354 -0.074
O -6.017 0.681 0.866 0.142
C -4.951 1.650 -2.135 -0.121
O -5.715 1.367 -2.964 0.138
C -2.068 0.716 -0.655 -0.109
C -1.457 1.142 -1.836 -0.088
C -1.889 2.259 -2.519 -0.072
C -2.838 3.218 -1.997 -0.257
C -2.615 3.821 -0.695 -0.125
C -2.410 3.001 0.395 -0.121
C -2.617 1.585 0.313 -0.207
H -2.253 -0.349 -0.534 0.086
H -0.624 0.539 -2.245 0.115
H -1.549 2.399 -3.554 0.112
H -3.353 3.817 -2.766 0.122
H -2.697 4.909 -0.576 0.135
H -2.282 3.389 1.411 0.127
H -2.964 1.099 1.239 0.115
```

=====

Molecular formula: C22H21I2N5O2RuS
Method: DFT, the ωB97M-V functional and the def2-TZVPD basis

## Properties
Energy relative to the best compared isomer or geometry (same formula, charge and spin), kcal per mole: 19.85
2S+1: 2
Largest force on an atom, eV/A: 2.2
<S²>: 0.76
Gap between HOMO and LUMO (alpha / beta), eV: 7.52 / 7.49
HOMO level (alpha / beta), Eh: -0.374 / -0.382
Charge: +1
Total energy, a.u.: -2363.50000

Geometry as XYZ:
```
54
Properties=species:S:1:pos:R:3:lowdin_charge:R:1
Ru -0.259 -0.156 0.225 1.161
I 6.108 1.406 -1.258 0.899
C 4.386 1.061 -0.147 -0.756
C 3.637 2.134 0.316 -0.230
C 2.450 1.908 1.005 -0.640
I 1.373 3.547 1.700 0.985
C 2.005 0.606 1.239 -0.447
O 0.831 0.305 1.824 -0.278
C 2.808 -0.464 0.812 -0.169
C 2.218 -1.831 1.049 -0.108
N 1.011 -1.952 0.200 -0.134
C 0.150 -3.120 0.399 -0.114
C -0.991 -2.947 -0.575 -0.243
C -1.529 -3.976 -1.324 0.005
C -2.601 -3.708 -2.162 -0.027
C -3.109 -2.421 -2.222 -0.026
C -2.508 -1.435 -1.461 -0.106
N -1.464 -1.691 -0.665 -0.025
C 3.975 -0.244 0.106 -0.107
H 3.971 3.149 0.144 0.084
H 1.889 -1.936 2.082 0.134
H 2.945 -2.615 0.822 0.133
H 1.291 -1.904 -0.777 0.120
H -0.216 -3.092 1.428 0.137
H 0.653 -4.078 0.242 0.133
H -1.116 -4.972 -1.242 0.124
H -3.034 -4.498 -2.761 0.121
H -3.947 -2.174 -2.858 0.118
H -2.848 -0.409 -1.483 0.087
H 4.565 -1.085 -0.238 0.106
O 0.695 -0.123 -1.543 -0.287
N 0.993 1.126 -1.978 -0.157
C 2.098 1.289 -2.729 -0.014
C 2.424 2.533 -3.194 -0.032
C 1.590 3.609 -2.881 -0.030
C 0.461 3.410 -2.120 -0.080
C 0.151 2.133 -1.647 -0.622
S -1.219 1.763 -0.650 0.683
H 2.672 0.392 -2.901 0.145
H 3.323 2.657 -3.779 0.116
H 1.839 4.604 -3.224 0.122
H -0.198 4.224 -1.854 0.116
C -3.692 2.061 3.733 0.014
N -3.128 0.962 2.955 -0.106
C -3.746 -0.225 2.643 -0.039
C -2.865 -0.927 1.885 -0.111
N -1.710 -0.187 1.731 -0.095
C -1.918 0.949 2.383 -0.178
H -4.730 1.830 3.953 0.095
H -3.646 2.983 3.159 0.099
H -3.146 2.180 4.666 0.100
H -4.731 -0.469 3.000 0.127
H -2.972 -1.922 1.492 0.105
H -1.191 1.740 2.481 0.093
```

=====

Molecular formula: C22H21N3OPd
Method: DFT, the ωB97M-V functional and the def2-TZVPD basis

## Properties
Energy relative to the best compared isomer or geometry (same formula, charge and spin), kcal per mole: 10.75
2S+1: 3
Largest force on an atom, eV/A: 0.2
<S²>: 2.06
Gap between HOMO and LUMO (alpha / beta), eV: 4.81 / 5.97
HOMO level (alpha / beta), Eh: -0.191 / -0.295
Charge: 0
Total energy, a.u.: -1218.29762

Geometry as XYZ:
```
48
Properties=species:S:1:pos:R:3:lowdin_charge:R:1
Pd -0.142 -0.206 -0.023 1.061
C 4.204 -0.678 -0.022 -0.084
C 2.880 -0.979 -0.028 -0.148
N 1.883 -0.030 -0.018 -0.050
C 2.255 1.286 -0.006 -0.164
C 3.630 1.665 0.002 -0.176
C 4.615 0.670 -0.006 -0.044
C 3.943 3.039 0.018 -0.007
C 2.943 4.022 0.027 -0.089
C 1.626 3.673 0.018 -0.013
C 1.238 2.284 0.000 -0.189
N -0.025 1.789 -0.010 -0.009
C -1.261 2.422 -0.008 -0.168
C -1.558 3.776 -0.002 0.001
C -2.885 4.242 0.002 -0.069
C -3.949 3.388 0.003 -0.034
C -3.711 1.995 -0.002 -0.152
C -4.750 1.036 -0.001 -0.001
C -4.453 -0.295 -0.005 -0.027
C -3.104 -0.691 -0.010 -0.077
N -2.132 0.186 -0.011 -0.014
C -2.387 1.525 -0.008 -0.136
H 4.925 -1.483 -0.030 0.101
H 2.553 -2.002 -0.040 0.066
H 5.661 0.944 -0.001 0.102
H 4.986 3.330 0.025 0.113
H 3.221 5.067 0.041 0.104
H 0.896 4.457 0.027 0.073
H -0.790 4.524 -0.003 0.079
H -3.050 5.311 0.006 0.109
H -4.967 3.754 0.007 0.114
H -5.778 1.379 0.004 0.121
H -5.227 -1.049 -0.004 0.110
H -2.770 -1.723 -0.014 0.104
C 0.799 -3.510 -1.276 -0.049
C -0.037 -3.326 -0.003 -0.737
C -1.116 -4.415 0.013 -0.057
C 0.787 -3.461 1.284 -0.049
O -0.717 -2.104 -0.030 -0.381
H 1.427 -4.402 -1.225 0.084
H 1.431 -2.645 -1.471 0.050
H 0.127 -3.610 -2.130 0.080
H -0.673 -5.413 0.032 0.083
H -1.741 -4.329 -0.878 0.078
H -1.747 -4.298 0.896 0.078
H 1.405 -4.362 1.277 0.084
H 0.107 -3.516 2.136 0.080
H 1.427 -2.596 1.447 0.049
```

=====

Q: total energy of number 2 (C22H21I2N5O2RuS)?
A: -2363.50000 a.u.

=====

Repeat the second record exactly.
Molecular formula: C22H21I2N5O2RuS
Method: DFT, the ωB97M-V functional and the def2-TZVPD basis

## Properties
Energy relative to the best compared isomer or geometry (same formula, charge and spin), kcal per mole: 19.85
2S+1: 2
Largest force on an atom, eV/A: 2.2
<S²>: 0.76
Gap between HOMO and LUMO (alpha / beta), eV: 7.52 / 7.49
HOMO level (alpha / beta), Eh: -0.374 / -0.382
Charge: +1
Total energy, a.u.: -2363.50000

Geometry as XYZ:
```
54
Properties=species:S:1:pos:R:3:lowdin_charge:R:1
Ru -0.259 -0.156 0.225 1.161
I 6.108 1.406 -1.258 0.899
C 4.386 1.061 -0.147 -0.756
C 3.637 2.134 0.316 -0.230
C 2.450 1.908 1.005 -0.640
I 1.373 3.547 1.700 0.985
C 2.005 0.606 1.239 -0.447
O 0.831 0.305 1.824 -0.278
C 2.808 -0.464 0.812 -0.169
C 2.218 -1.831 1.049 -0.108
N 1.011 -1.952 0.200 -0.134
C 0.150 -3.120 0.399 -0.114
C -0.991 -2.947 -0.575 -0.243
C -1.529 -3.976 -1.324 0.005
C -2.601 -3.708 -2.162 -0.027
C -3.109 -2.421 -2.222 -0.026
C -2.508 -1.435 -1.461 -0.106
N -1.464 -1.691 -0.665 -0.025
C 3.975 -0.244 0.106 -0.107
H 3.971 3.149 0.144 0.084
H 1.889 -1.936 2.082 0.134
H 2.945 -2.615 0.822 0.133
H 1.291 -1.904 -0.777 0.120
H -0.216 -3.092 1.428 0.137
H 0.653 -4.078 0.242 0.133
H -1.116 -4.972 -1.242 0.124
H -3.034 -4.498 -2.761 0.121
H -3.947 -2.174 -2.858 0.118
H -2.848 -0.409 -1.483 0.087
H 4.565 -1.085 -0.238 0.106
O 0.695 -0.123 -1.543 -0.287
N 0.993 1.126 -1.978 -0.157
C 2.098 1.289 -2.729 -0.014
C 2.424 2.533 -3.194 -0.032
C 1.590 3.609 -2.881 -0.030
C 0.461 3.410 -2.120 -0.080
C 0.151 2.133 -1.647 -0.622
S -1.219 1.763 -0.650 0.683
H 2.672 0.392 -2.901 0.145
H 3.323 2.657 -3.779 0.116
H 1.839 4.604 -3.224 0.122
H -0.198 4.224 -1.854 0.116
C -3.692 2.061 3.733 0.014
N -3.128 0.962 2.955 -0.106
C -3.746 -0.225 2.643 -0.039
C -2.865 -0.927 1.885 -0.111
N -1.710 -0.187 1.731 -0.095
C -1.918 0.949 2.383 -0.178
H -4.730 1.830 3.953 0.095
H -3.646 2.983 3.159 0.099
H -3.146 2.180 4.666 0.100
H -4.731 -0.469 3.000 0.127
H -2.972 -1.922 1.492 0.105
H -1.191 1.740 2.481 0.093
```

=====

Repeat the first record exactly.
Molecular formula: C22H21FeNO5
Method: DFT, the ωB97M-V functional and the def2-TZVPD basis

## Properties
Energy relative to the best compared isomer or geometry (same formula, charge and spin), kcal per mole: 0.00
2S+1: 5
Largest force on an atom, eV/A: 4.6
<S²>: 6.17
Gap between HOMO and LUMO (alpha / beta), eV: 6.14 / 7.12
HOMO level (alpha / beta), Eh: -0.211 / -0.316
Charge: 0
Total energy, a.u.: -2545.37096

Geometry as XYZ:
```
50
Properties=species:S:1:pos:R:3:lowdin_charge:R:1
C 3.525 1.176 3.537 -0.076
C 2.217 0.426 3.508 -0.202
O 1.890 0.177 2.100 -0.021
C 0.574 -0.008 1.878 -0.417
C 0.304 -1.023 0.799 -0.219
C -0.967 -1.748 0.810 -0.051
N 1.379 -1.466 0.195 0.097
C 1.493 -2.509 -0.562 -0.080
C 2.795 -2.987 -0.931 -0.207
C 2.963 -4.170 -1.689 -0.035
C 4.246 -4.603 -1.997 -0.087
C 5.364 -3.885 -1.551 -0.081
C 5.199 -2.735 -0.761 -0.073
C 3.917 -2.275 -0.467 -0.020
O -0.319 0.562 2.489 0.089
H 3.953 1.127 4.542 0.078
H 4.258 0.779 2.825 0.079
H 3.351 2.232 3.302 0.081
H 2.296 -0.555 4.010 0.130
H 1.411 1.022 3.963 0.117
H -1.735 -1.101 1.226 0.070
H -1.238 -2.018 -0.211 0.075
H -0.888 -2.692 1.369 0.110
H 0.590 -3.038 -0.912 0.124
H 2.069 -4.704 -2.006 0.110
H 4.375 -5.504 -2.591 0.102
H 6.364 -4.218 -1.820 0.101
H 6.058 -2.190 -0.379 0.102
H 3.737 -1.376 0.125 0.109
O -6.122 4.509 -1.273 0.132
C -5.345 3.730 -0.898 -0.155
Fe -4.174 2.450 -0.731 0.100
C -5.240 1.371 0.354 -0.074
O -6.017 0.681 0.866 0.142
C -4.951 1.650 -2.135 -0.121
O -5.715 1.367 -2.964 0.138
C -2.068 0.716 -0.655 -0.109
C -1.457 1.142 -1.836 -0.088
C -1.889 2.259 -2.519 -0.072
C -2.838 3.218 -1.997 -0.257
C -2.615 3.821 -0.695 -0.125
C -2.410 3.001 0.395 -0.121
C -2.617 1.585 0.313 -0.207
H -2.253 -0.349 -0.534 0.086
H -0.624 0.539 -2.245 0.115
H -1.549 2.399 -3.554 0.112
H -3.353 3.817 -2.766 0.122
H -2.697 4.909 -0.576 0.135
H -2.282 3.389 1.411 0.127
H -2.964 1.099 1.239 0.115
```